{
  "formula": "C36H55NO6S",
  "method": "ωB97M-V with the def2-TZVPD basis set",
  "smiles": "CCCCCCC[C@@H]1[C@H](OCCNC[C@@H](C)O)[C@H](CCO)COS1(=O)=O.c1ccccc1.c1ccccc1.c1ccccc1",
  "molar_mass_g_mol": 629.90,
  "spin_multiplicity": 1,
  "homo_lumo_gap_ev": 9.42,
  "relative_energy_kcal_mol": 227.9,
  "homo_ev": -9.138,
  "charge": 0,
  "elements": ["C", "C", "C", "C", "C", "C", "C", "C", "C", "O", "C", "C", "N", "C", "C", "C", "O", "C", "C", "C", "O", "C", "O", "S", "O", "O", "H", "H", "H", "H", "H", "H", "H", "H", "H", "H", "H", "H", "H", "H", "H", "H", "H", "H", "H", "H", "H", "H", "H", "H", "H", "H", "H", "H", "H", "H", "H", "H", "H", "H", "H", "H", "H", "C", "C", "C", "C", "C", "C", "H", "H", "H", "H", "H", "H", "C", "C", "C", "C", "C", "C", "H", "H", "H", "H", "H", "H", "C", "C", "C", "C", "C", "C", "H", "H", "H", "H", "H", "H"],
  "positions_angstrom": [[4.9876, 1.9585, 1.9006], [3.8659, 2.5626, 0.8527], [4.2244, 4.0743, 0.2987], [2.9119, 4.9416, -0.1921], [2.6676, 4.8663, -1.8450], [2.4235, 3.2401, -2.1497], [1.4735, 2.9906, -3.4605], [1.1507, 1.4220, -3.8076], [-0.4415, 1.0278, -3.8430], [-1.3142, 1.8538, -2.9984], [-2.6929, 1.8266, -3.5847], [-3.7098, 2.9180, -2.8342], [-5.0226, 2.1907, -2.5571], [-6.0723, 3.1444, -2.0119], [-6.2436, 2.7835, -0.3989], [-6.8839, 1.2632, -0.2184], [-4.9424, 2.7969, 0.3119], [-0.7488, -0.5643, -3.4721], [-1.1845, -0.8130, -1.9148], [-0.6977, -2.2356, -1.2640], [-1.2618, -3.4357, -1.9333], [0.4728, -1.5005, -4.0255], [1.7146, -1.4571, -3.2438], [2.0855, 0.1700, -2.7586], [1.7804, 0.2299, -1.2442], [3.6470, 0.2864, -2.9607], [5.1683, 2.7061, 2.7828], [6.0212, 1.7176, 1.3715], [4.6185, 0.9178, 2.3455], [3.8983, 1.8456, -0.0995], [2.7853, 2.4658, 1.2919], [5.1096, 4.0816, -0.4983], [4.6640, 4.6628, 1.2388], [3.1411, 6.0743, 0.0529], [1.9377, 4.6621, 0.4111], [1.6583, 5.4322, -2.1076], [3.5794, 5.3037, -2.4336], [1.8959, 2.8354, -1.1583], [3.5264, 2.7966, -2.2612], [0.5208, 3.6741, -3.3264], [2.0621, 3.4616, -4.3868], [1.5467, 1.2501, -4.9219], [-0.7840, 1.1435, -4.9809], [-3.2141, 0.7841, -3.4702], [-2.7024, 2.1457, -4.7272], [-3.9251, 3.8270, -3.5771], [-3.1994, 3.3652, -1.8796], [-5.3873, 1.7110, -3.4100], [-5.8376, 4.2766, -2.1962], [-7.0943, 2.8547, -2.5204], [-6.9801, 3.5830, 0.0625], [-6.0278, 0.4472, -0.1182], [-7.5675, 0.9968, -1.1336], [-7.5055, 1.2090, 0.7914], [-5.1657, 2.4530, 1.2385], [-1.7053, -0.8437, -4.1304], [-0.8558, 0.0443, -1.1712], [-2.3778, -0.8278, -1.8917], [-1.1394, -2.2613, -0.1551], [0.4831, -2.3121, -1.1095], [-0.5966, -3.8389, -2.5647], [0.7497, -1.0825, -5.1091], [0.1406, -2.6297, -4.2220], [4.6899, 6.1351, 4.5164], [4.5992, 4.9255, 5.2044], [5.6433, 4.5129, 6.0317], [6.7749, 5.3156, 6.1788], [6.8639, 6.5271, 5.4937], [5.8238, 6.9352, 4.6591], [3.8774, 6.4546, 3.8690], [3.7144, 4.3033, 5.0950], [5.5753, 3.5672, 6.5624], [7.5866, 4.9966, 6.8274], [7.7451, 7.1532, 5.6098], [5.8958, 7.8764, 4.1212], [-0.9465, -5.6571, 2.2986], [-0.1643, -5.4830, 3.4400], [1.1162, -4.9412, 3.3329], [1.6113, -4.5640, 2.0842], [0.8276, -4.7346, 0.9433], [-0.4494, -5.2850, 1.0493], [-1.9431, -6.0825, 2.3821], [-0.5528, -5.7706, 4.4138], [1.7280, -4.8120, 4.2216], [2.6073, -4.1372, 2.0012], [1.2130, -4.4391, -0.0295], [-1.0575, -5.4229, 0.1596], [-5.0025, -10.1378, 1.7500], [-5.0777, -9.1626, 0.7560], [-3.9445, -8.4252, 0.4141], [-2.7324, -8.6703, 1.0601], [-2.6563, -9.6482, 2.0515], [-3.7918, -10.3791, 2.3999], [-5.8867, -10.7099, 2.0185], [-6.0206, -8.9765, 0.2479], [-4.0050, -7.6608, -0.3557], [-1.8480, -8.0991, 0.7904], [-1.7113, -9.8401, 2.5537], [-3.7335, -11.1370, 3.1761]]
}